Entry from the Open Molecules 2025 dataset: a single C7H11N molecule in a non-equilibrium geometry (the ωB97M-V functional and the def2-TZVPD basis).

Values from the calculation:
total charge	0
SMILES string	Cc1c[nH]c(C)c1C
E_tot	-328.07112	Ha
energy relative to the best compared isomer or geometry (same formula, charge and spin)	10.6	kcal per mole
LUMO level	1.03	eV
orbital gap	8.62	eV

XYZ file:
```
19
C7H11N (the ωB97M-V functional and the def2-TZVPD basis)
C 1.89 0.96 -1.43
C 1.06 0.12 -0.52
C 1.44 -1.13 -0.09
N 0.40 -1.67 0.62
C -0.61 -0.75 0.71
C -1.89 -1.14 1.41
C -0.24 0.38 -0.01
C -0.99 1.64 -0.27
H 1.28 1.63 -2.05
H 2.61 0.45 -2.06
H 2.38 1.71 -0.78
H 2.38 -1.66 -0.18
H 0.40 -2.60 0.99
H -2.55 -0.28 1.35
H -1.62 -1.58 2.37
H -2.49 -1.94 0.97
H -1.34 1.65 -1.30
H -1.77 1.70 0.48
H -0.34 2.52 -0.22
```



Entry from the Open Molecules 2025 dataset: a molecular structure, C7H11N in a non-equilibrium geometry (the ωB97M-V functional and the def2-TZVPD basis).

Values from the calculation:
total charge	0
E_tot	-327.80782	Ha
energy relative to the best compared isomer or geometry (same formula, charge and spin)	175.8	kcal per mole
LUMO level	0.82	eV
orbital gap	9.41	eV

XYZ file:
```
19
C7H11N (the ωB97M-V functional and the def2-TZVPD basis)
C -2.64 0.01 0.58
C -1.34 -0.18 -0.29
C -0.32 -1.30 -0.17
C 1.01 -1.13 -0.65
C 1.72 0.12 -0.24
C 0.73 1.33 -0.40
C -0.51 1.36 -0.33
H -2.70 0.34 1.80
H -3.15 -1.03 0.74
H -3.39 0.89 0.04
H -1.85 -0.44 -1.24
H -0.46 -2.34 0.00
H 1.75 -1.93 -1.21
H 2.58 0.22 -1.01
H 3.45 0.39 0.61
H 2.52 -1.07 1.60
H 1.29 2.41 -0.51
H -1.01 2.23 -0.39
N 2.33 0.14 1.08
```



Entry from the Open Molecules 2025 dataset: a single C7H11N molecule in a non-equilibrium geometry (the ωB97M-V functional and the def2-TZVPD basis).

Values from the calculation:
total charge	0
SMILES string	CCCc1cc[nH]c1
E_tot	-328.05962	Ha
energy relative to the best compared isomer or geometry (same formula, charge and spin)	17.8	kcal per mole
LUMO level	1.05	eV
orbital gap	9.16	eV

XYZ file:
```
19
C7H11N (the ωB97M-V functional and the def2-TZVPD basis)
C -1.96 -1.03 -0.41
C -0.69 -1.87 -0.23
C 0.50 -1.22 0.49
C 0.81 0.22 0.20
C 1.51 1.08 1.11
C 1.37 2.34 0.61
N 0.83 2.28 -0.64
C 0.41 0.99 -0.88
H -2.25 -0.48 0.48
H -2.79 -1.71 -0.63
H -2.00 -0.28 -1.21
H -1.00 -2.79 0.29
H -0.43 -2.29 -1.21
H 0.30 -1.28 1.56
H 1.40 -1.80 0.25
H 1.94 0.84 2.06
H 1.80 3.28 0.92
H 0.59 3.08 -1.17
H -0.32 0.64 -1.59
```